Record 1
77
Properties=species:S:1:pos:R:3 method="wB97M-V/def2-TZVPD" charge=-1 total_energy_ev=-53146.0507 e_lumo_ha=-0.0611 multiplicity=1 fmax_ha_per_bohr=0.1200
In 1.9361 -1.1805 -1.8348
O -0.4041 0.2491 -2.7612
O 4.5106 -3.6439 -4.6354
O -2.4101 0.6008 -6.7417
O 3.3088 -2.0381 -4.3491
O 4.4261 -2.5956 -2.7105
O 2.8430 1.0023 -0.0233
O 0.0763 -2.3008 0.4763
O 2.1142 0.9623 -3.7364
O 0.0867 1.4293 -7.9165
N 1.8114 1.4689 0.9513
N -1.2796 -2.2596 0.7974
C -3.2955 -2.9766 2.1187
C -1.8960 0.0519 0.2212
C 0.3616 2.9193 3.0191
C -1.4914 0.5857 -4.6810
C -1.3727 0.7908 -6.0202
C 4.2488 -2.6543 -3.9227
C -1.9710 -1.8611 -1.4471
C -1.7752 -2.8434 2.0604
C 1.0671 1.4795 -5.8886
C 1.1887 2.7048 0.5609
C 2.1414 1.1855 2.3759
C -1.3348 -1.9271 3.2138
C 2.4287 -0.3780 2.4508
C -2.1973 -1.4209 -0.0257
C -0.3572 0.6908 -3.8832
C -1.1237 -4.2249 2.2823
C -3.7347 -1.6664 0.1258
C 0.5729 2.6906 -0.8622
C 3.3358 1.9082 3.0381
C 1.0620 1.1258 -4.4660
C -4.1664 -1.7909 1.6109
C 0.0256 3.0782 1.5417
C 0.8729 1.4850 3.2433
C -0.0427 1.3323 -6.6419
C 2.2137 3.8951 0.5733
H -0.3677 2.1421 -0.9125
H -2.3958 0.4216 1.1165
H 3.4705 1.7266 -0.0799
H 0.3111 3.7243 -1.0883
H 3.7527 1.2949 3.8369
H 0.0750 0.8459 2.8651
H -0.8959 2.6757 1.1211
H 3.2185 2.8866 3.5041
H -2.3319 0.0559 -4.2578
H -3.6375 -3.1362 3.1412
H -4.2700 -0.8417 -0.3446
H -2.5060 -1.2465 -2.1710
H -0.0356 -4.1624 2.2980
H 1.7586 4.7629 1.0507
H 1.1610 3.5728 3.3687
H -0.5481 3.0852 3.5962
H -0.2633 -1.7757 3.3447
H -1.3411 -4.8897 1.4463
H 2.6564 4.1987 -0.3753
H 0.1021 -3.1340 0.0002
H 1.6149 -0.9953 2.0704
H -1.6597 -0.8909 3.1197
H 2.9722 3.7560 1.3436
H 4.1607 1.9696 2.3281
H 1.2787 2.4749 -1.6643
H 2.4491 -0.5952 3.5188
H -2.4751 0.5755 -0.5395
H -0.9635 -1.7478 -1.8474
H -4.0688 -2.4442 -0.5609
H -0.3635 4.0739 1.3286
H -0.8152 0.1929 0.2236
H -2.1806 -2.9159 -1.6249
H 3.3230 -0.8021 1.9942
H -3.5940 -3.7959 1.4647
H 0.9856 1.3689 4.3212
H -5.2280 -2.0381 1.6117
H -1.6537 -2.3022 4.1863
H 2.0563 1.7345 -6.2390
H -4.0408 -0.9159 2.2486
H -1.4914 -4.7835 3.1431

Record 2
72
Properties=species:S:1:pos:R:3 method="wB97M-V/def2-TZVPD" charge=+1 total_energy_ev=-77353.9465 e_lumo_ha="-0.0853 / -0.0851" multiplicity=2 fmax_ha_per_bohr=0.0062
V -0.3527 0.4152 -0.1861
P 1.3895 2.0425 0.3948
P -1.6384 -1.6634 -0.4010
O -1.7239 1.7028 -1.0173
N -3.8354 2.4438 -1.2622
N -2.2270 2.8998 -2.8570
N 1.0695 -0.8369 0.2658
C 3.6433 1.2450 1.9323
C -3.5009 -2.9171 -2.2641
C -2.0519 -2.0190 2.2979
C -2.6123 -2.4675 0.9471
C 0.5278 2.8476 1.8288
C -0.4521 1.7657 2.2971
C 3.9877 -1.0321 2.5627
C 0.9792 -4.5526 -1.7397
C -0.1692 -2.6786 -0.7237
C -2.6616 -3.9924 0.8762
C -2.5637 2.3264 -1.6888
C 1.4256 3.7979 -1.7147
C 1.0662 -2.0842 -0.3913
C 2.1948 -3.9390 -1.4595
C -1.8252 -1.2275 -3.1070
C 2.8991 -1.4197 1.8054
C 2.1746 -0.4809 1.0587
C -0.1907 -3.9096 -1.3819
C 2.2424 -2.7244 -0.8019
C 2.3296 3.2903 -0.5889
C -2.6875 -1.6719 -1.9242
C 2.9261 4.4628 0.1862
C 2.5333 0.8773 1.1686
C 4.3860 0.2998 2.6128
C 1.3494 3.3507 3.0111
H 3.6177 4.1455 0.9643
H -1.0053 -2.3192 2.3980
H 3.1396 2.7011 -1.0306
H 2.6073 -2.4611 1.7820
H -1.1402 -4.3726 -1.6124
H 3.9237 2.2877 2.0005
H 0.6852 3.7932 3.7566
H 5.2483 0.5944 3.1948
H -2.4519 -0.9996 -3.9709
H -3.2960 -4.3761 1.6769
H -1.2369 -0.3317 -2.8771
H -2.0997 -0.9360 2.4199
H -4.1350 -2.7104 -3.1287
H -4.0612 2.0626 -0.3603
H -3.3993 -0.8648 -1.7051
H 1.9709 4.4944 -2.3534
H -2.8948 3.3489 -3.4571
H -2.6118 -2.4830 3.1113
H -3.6264 -2.0660 0.8311
H 0.9469 -5.5101 -2.2410
H -1.6636 -4.4116 1.0121
H -1.2227 1.5054 1.5479
H 4.5339 -1.7792 3.1241
H 2.1414 5.0636 0.6502
H -1.2792 2.7930 -3.1738
H 1.0676 2.9720 -2.3323
H 3.4744 5.1148 -0.4960
H -0.0445 3.6782 1.3992
H -4.1525 -3.2212 -1.4453
H 3.1994 -2.2608 -0.6062
H -1.1238 -2.0113 -3.3955
H -4.5071 3.0329 -1.7200
H -2.8634 -3.7601 -2.5297
H 0.5570 4.3281 -1.3133
H -3.0564 -4.3641 -0.0683
H 3.1201 -4.4124 -1.7622
H 0.0792 0.8556 2.5947
H 2.0790 4.1065 2.7273
H 1.8803 2.5273 3.4902
H -1.0315 2.0954 3.1622

Record 3
74
Properties=species:S:1:pos:R:3 method="wB97M-V/def2-TZVPD" charge=+1 total_energy_ev=-70335.8041 e_lumo_ha="-0.1364 / -0.1341" de_lowest_kcal_mol=0.00 multiplicity=2 fmax_ha_per_bohr=0.1496
Ce 1.2897 -0.4952 0.6300
P 0.2324 0.3035 -1.9861
P 2.4598 -1.8363 -1.3012
F 3.0655 2.7754 4.0388
F 3.4517 3.6936 2.0687
F 5.0020 2.4787 3.0641
O 3.6103 0.2672 1.9892
O 1.8021 1.5431 1.7507
C -4.9609 3.6632 -1.3306
C -2.4207 3.4476 -0.8283
C -1.0223 -3.0111 0.6819
C -2.3379 1.9858 -0.3093
C 1.5808 -2.2290 3.2968
C 4.1001 -1.9905 -2.1203
C -3.9074 2.2368 -3.1829
C 2.0235 0.0207 -1.7331
C 3.6746 2.5909 2.8389
C -5.1976 2.8419 -2.5842
C 1.7199 -4.2975 1.7063
C 1.1026 -3.0385 2.2150
C -0.1599 -2.4987 1.7859
C -3.4043 1.1041 -2.3628
C 1.6009 -2.9565 -2.4758
C -0.0399 -0.3019 -3.7461
C 0.4023 2.0270 -2.6473
C -3.8350 3.9844 -0.6809
C 3.0103 1.3536 2.1391
C -3.2471 1.0593 -1.0228
C 0.6312 -1.2009 3.5456
C -1.5676 -0.3686 2.4395
C -0.4585 -1.3523 2.6118
C 0.6724 -0.2150 4.6554
C 2.8242 -2.4798 4.0847
H 1.3071 -3.8765 -1.9459
H 3.1362 -3.5337 4.0432
H -0.9526 -4.1091 0.6198
H -1.3071 1.6312 -0.4582
H 4.2099 -1.2657 -2.9513
H 2.6474 -2.2496 5.1433
H -2.0820 -2.7375 0.8397
H -2.5072 1.9923 0.7729
H 1.2615 -0.5885 5.5044
H -1.7962 4.0601 -0.1515
H -0.5386 2.4034 -3.0710
H -5.9147 4.0041 -0.8923
H -2.4141 -0.6438 3.0809
H 2.3364 0.7385 -0.8890
H 2.3154 -4.7703 2.4935
H 2.3224 -3.2678 -3.2407
H -3.0292 0.2506 -2.9450
H -1.2679 0.6500 2.7379
H -0.3475 -0.0360 5.0200
H -4.1487 1.8720 -4.1941
H 0.2843 0.4637 -4.4707
H 4.8511 -1.8098 -1.3477
H 4.2064 -3.0162 -2.5217
H -0.7239 -2.6197 -0.3133
H -3.6440 0.2370 -0.3927
H 3.6584 -1.8474 3.7410
H 1.0943 0.7468 4.3289
H -3.9241 4.7178 0.1458
H 0.5038 -1.2128 -3.9784
H -1.9639 3.5295 -1.8414
H 0.7060 -2.6142 -2.9910
H 1.1509 2.0059 -3.4663
H -1.9578 -0.3182 1.4140
H -5.6973 3.4525 -3.4007
H -1.1166 -0.4608 -3.8810
H -3.1402 3.0202 -3.2546
H 2.3779 -4.1189 0.8419
H 0.7714 2.7124 -1.8816
H 0.9540 -5.0236 1.4038
H -5.9445 2.0492 -2.3269
H 2.6260 0.4775 -2.5547

Record 4
78
Properties=species:S:1:pos:R:3 method="wB97M-V/def2-TZVPD" charge=0 total_energy_ev=-114317.5768 e_lumo_ha="0.0149 / -0.0132" de_lowest_kcal_mol=165.82 multiplicity=8 fmax_ha_per_bohr=0.0663
Gd 0.9552 1.4451 0.9749
Cl 0.3339 0.3791 -1.2625
Cl -1.7387 1.5191 1.0821
Cl 2.1030 3.5380 0.1812
S 0.8346 -0.7912 2.6867
Si -0.3440 1.9564 -2.8958
O -0.5578 -1.7598 -2.6438
O 2.8848 -0.0383 0.0985
O 0.4357 3.0661 2.7123
N -0.1350 5.2056 3.3786
N 2.9646 -1.8284 -1.4026
N -1.1648 0.5618 3.7855
C -1.4783 1.2326 -4.1703
C -2.1311 -2.9824 0.4311
C -1.5176 -2.3206 -1.8144
C -0.5862 -4.3380 -3.0533
C -0.2741 -5.2049 -4.2045
C 2.7942 -1.2687 -0.1906
C 3.1534 -1.0794 -2.6433
C 0.3353 -4.1826 0.9199
C -1.1082 -2.8953 -0.5175
C -1.9281 -3.6326 1.6372
C 1.2523 2.7956 -3.4467
C 0.1238 -3.5042 -0.2732
C -0.6927 -4.2637 1.8686
C 0.1109 0.0748 3.9506
C -1.0923 1.7056 5.8678
C -1.2505 -3.1064 -3.1092
C 3.2676 -3.2551 -1.4788
C 0.1859 1.1711 6.1034
C 0.7586 0.3268 5.1664
C -1.0395 6.3512 3.2438
C -2.1029 -2.7639 -4.3116
C -0.4017 4.0077 2.8534
C -1.7528 1.3778 4.7046
C -1.1521 3.3194 -1.8932
C 1.1085 5.4857 4.0801
H 1.7264 -0.1385 5.2984
H -2.5655 -3.6709 -4.7052
H -2.7485 1.7255 4.4315
H -0.6117 4.2709 -1.9954
H -3.1009 -2.5884 0.1504
H -0.5237 -4.8035 2.7941
H 2.5400 -1.9923 0.6024
H -1.5782 2.3661 6.5822
H 1.2901 -4.6796 1.1108
H -2.0453 2.0637 -4.6411
H -2.1922 3.4845 -2.1946
H 1.4466 3.6433 -2.7690
H 1.3859 6.5274 3.8739
H 3.4488 -3.6352 -0.4660
H 1.9032 4.8181 3.7445
H -2.8848 -2.0648 -4.0047
H 0.8716 -3.5152 -1.0589
H 0.2720 -6.0679 -3.8011
H 3.4751 -0.0546 -2.4528
H -0.9427 0.6886 -4.9656
H -1.5964 0.5198 2.8337
H -0.5144 7.1674 2.7194
H -1.1549 -5.6120 -4.7397
H 0.7167 1.4148 7.0210
H 0.9716 5.3877 5.1672
H -2.4562 -1.7822 -1.7658
H 0.4150 -4.7317 -4.9299
H 3.9087 -1.6195 -3.2199
H 4.1443 -3.3976 -2.1141
H -1.3379 6.7254 4.2381
H -2.7414 -3.7060 2.3655
H -1.9284 6.0594 2.6717
H -1.5195 -2.2780 -5.1016
H 2.2347 -1.0689 -3.2434
H 2.4405 -3.8117 -1.9340
H -1.4375 3.8755 2.5330
H 1.2046 3.1849 -4.4753
H 2.1239 2.1356 -3.3754
H -1.1805 3.0882 -0.8245
H -0.4167 -4.7681 -2.0776
H -2.1964 0.5356 -3.6979

Record 5
78
Properties=species:S:1:pos:R:3 method="wB97M-V/def2-TZVPD" charge=0 total_energy_ev=-119177.6231 e_lumo_ha="-0.0112 / -0.0101" de_lowest_kcal_mol=0.00 multiplicity=3 fmax_ha_per_bohr=0.0458
V -0.0392 0.3286 -0.4639
Cl 0.1974 1.7413 -2.1972
Cl -0.7250 1.8437 -5.2373
Cl -2.3224 0.4246 0.0889
S 0.4293 -0.9644 1.7717
Si -0.4117 3.8627 -4.6597
O 2.0468 0.1127 -0.6529
O -0.2726 -1.3646 -1.2203
O 0.2635 1.9129 0.7451
N -1.3608 0.3171 3.2163
N -0.1782 4.0638 1.3286
N 2.8040 -1.6747 -1.8748
C -0.9358 -5.3658 1.7406
C -0.9017 1.8075 5.0075
C 0.2339 -4.8805 1.1448
C -1.0512 5.2305 1.2549
C 0.4770 1.6475 4.7773
C -2.2502 -3.7960 0.4652
C -1.0997 -3.3697 -0.1891
C -1.5175 4.2894 -3.2105
C 2.6637 -0.9752 -0.7391
C -0.0203 0.0945 2.9919
C -1.0927 -2.9618 -2.7242
C -2.1890 -4.8425 1.3848
C 2.3487 -1.1651 -3.1593
C -1.8074 1.1407 4.1994
C 1.0102 4.1671 2.1738
C -0.2895 -4.8050 -4.2592
C 1.3933 4.1736 -4.2723
C 3.2880 -3.0494 -1.8381
C 0.9127 0.7632 3.8012
C -0.5264 -4.1615 -2.9273
C -1.2293 -2.3706 -1.3205
C 0.1370 -3.8838 0.1664
C -0.9699 4.9553 -6.1042
C -0.4502 2.9566 0.6459
C -1.5408 -2.0133 -3.7893
H -2.0272 -0.0859 2.5460
H -0.9847 -5.6425 -4.4264
H 1.2204 -5.2775 1.4093
H 3.7674 -3.2261 -0.8686
H -0.5225 6.0801 0.7988
H 1.5321 5.1052 1.9399
H 1.0302 -3.5199 -0.3461
H 2.4672 -3.7691 -1.9770
H -1.2276 -2.3280 -4.7907
H -2.2315 -1.9238 -1.2812
H -1.3407 3.5797 -2.3934
H 1.6692 3.3141 1.9970
H -3.1939 -3.3283 0.1911
H 4.0101 -3.2089 -2.6428
H -0.2278 -4.7700 -2.0750
H -1.3466 2.9791 0.0017
H 1.2075 2.2024 5.3669
H -2.6402 -1.9199 -3.8045
H -3.1110 -5.2499 1.8151
H -2.8899 1.2112 4.2998
H 1.4024 -1.6535 -3.4503
H -2.5758 4.2207 -3.4977
H -1.2975 5.3025 -2.8488
H 0.7230 -5.2358 -4.2820
H -1.9220 4.9782 0.6438
H 2.1886 -0.0821 -3.0981
H 1.9576 0.5546 3.6086
H 3.0986 -1.4077 -3.9136
H -0.3863 -4.1045 -5.0948
H 3.1324 -1.4276 0.1581
H -0.3037 4.9091 -6.9757
H 1.4658 5.0767 -3.6488
H -1.0123 6.0023 -5.7780
H -1.2622 2.4623 5.7964
H 1.9911 4.3316 -5.1767
H -1.9738 4.6870 -6.4572
H 0.7172 4.1859 3.2341
H -0.8660 -6.1743 2.4713
H -1.1385 -1.0132 -3.5835
H 1.8312 3.3458 -3.7054
H -1.3872 5.5254 2.2585

Record 6
77
Properties=species:S:1:pos:R:3 method="wB97M-V/def2-TZVPD" charge=0 total_energy_ev=-105084.0149 e_lumo_ha="-0.0114 / 0.0140" multiplicity=7 fmax_ha_per_bohr=0.0879
Tb 2.3489 0.5606 -0.4209
Cl 2.1985 -1.9302 0.5760
Cl 0.5572 1.1181 1.2489
Cl 3.4459 2.8511 -0.2663
Si 1.1034 1.1156 3.4633
O -2.2542 0.1319 1.5616
O 0.5397 1.8208 -1.3719
O 1.9950 -0.5257 -2.3594
N 0.8967 -2.0823 -3.5996
N -1.5655 2.7899 -1.2819
N 4.9538 0.0254 0.0538
C -2.3349 -3.2337 -2.0151
C -2.7263 3.1756 -2.0877
C 6.7080 -1.5821 -0.3920
C 5.3677 -1.1697 -0.4172
C 1.8830 2.8233 3.6437
C -2.2677 -2.8457 -0.6916
C 1.5226 -1.6880 -2.5031
C 5.8828 0.8222 0.6290
C -2.4681 -1.5005 -0.2943
C -0.6176 2.0018 -1.8238
C -2.7154 -0.5520 -1.3115
C -4.0202 -0.3463 3.2087
C -0.2237 0.8030 4.7110
C -2.5175 -1.1843 1.1509
C -3.7058 -0.2766 1.7263
C 7.6671 -0.7340 0.1570
C -2.7625 -0.9538 -2.6540
C -5.9775 0.8028 1.2515
C 2.5094 -0.0988 3.5730
C 0.6219 -3.5023 -3.7725
C 7.2476 0.4824 0.7054
C 0.7100 -1.2073 -4.7638
C -1.4330 3.4604 0.0225
C -4.7444 0.1001 0.8751
C -2.6124 -2.3017 -3.0163
H -2.1656 -4.2796 -2.2905
H -3.0305 4.1944 -1.8231
H -3.9021 0.6562 3.6298
H 3.4723 0.4208 3.5412
H 1.4716 -1.4159 -5.5333
H 1.5755 -2.4400 -1.6956
H 2.1739 3.2523 2.6776
H 0.5508 -3.9486 -2.7778
H -1.6002 2.7438 0.8352
H 2.7861 2.7553 4.2635
H -3.3741 -1.0439 3.7460
H 0.2569 0.8012 5.7059
H 8.7186 -1.0120 0.1642
H -2.7148 -2.6221 -4.0488
H -2.1716 -1.9383 1.8775
H -0.9320 1.5140 -2.7599
H -6.6887 0.1611 1.7870
H -5.0436 -0.6832 3.4009
H -0.4385 3.9012 0.1410
H -0.7161 -0.1619 4.5589
H -0.3257 -3.6158 -4.3025
H -2.4640 3.1247 -3.1524
H -2.2181 4.2243 0.0625
H -6.4935 1.0943 0.3285
H 1.2087 3.5320 4.1474
H 2.5257 -0.8400 2.7680
H -0.2754 -1.4504 -5.1898
H 2.5187 -0.6571 4.5160
H 5.5119 1.7838 0.9961
H -0.9771 1.6011 4.7116
H 4.5704 -1.8008 -0.8041
H -4.7826 -0.3964 -0.0741
H -5.8400 1.7003 1.8733
H -3.5724 2.4922 -1.9159
H -2.0754 -3.5931 0.0831
H -2.9110 0.4884 -1.0465
H -2.9109 -0.2142 -3.4400
H 1.4356 -3.9857 -4.3354
H 6.9550 -2.5556 -0.8126
H 0.7457 -0.1475 -4.4988
H 7.9339 1.1910 1.1714